Entry a
Density functional theory data (wB97M-V/def2-TZVPD) for a 2-piece molecular cluster, CH6S4 overall.

Its spin multiplicity is 1. The calculation puts the orbital gap at 9.328 eV. The total charge is 0. As for the structure (SMILES): CSS.SS.

Each line ends with the natural charge from an NBO analysis.
Positions of all 11 atoms, in Å:
C: 1.2337 -1.4448 -1.4076  -0.7871
S: 2.5808 -0.9094 -2.4121  0.1611
S: 3.9974 -0.2392 -1.1226  -0.2023
H: 1.3843 -2.3750 -0.8542  0.2221
H: 0.4814 -1.7427 -2.1493  0.2354
H: 0.7091 -0.7479 -0.7624  0.2316
H: 4.3173 1.0653 -0.9398  0.1391
S: -4.7719 1.5780 2.4032  -0.1343
S: -2.9681 2.4210 2.8787  -0.1109
H: -4.6153 1.1157 1.1495  0.1213
H: -2.3487 1.2791 3.2167  0.1242

***

Entry b
Density functional theory data (wB97M-V/def2-TZVPD) for a 2-piece molecular cluster, CH6S4 overall.

Its spin multiplicity is 1. The calculation puts the orbital gap at 8.347 eV. The total charge is 0. As for the structure (SMILES): CSS.SS.

Each line ends with the natural charge from an NBO analysis.
Positions of all 11 atoms, in Å:
C: -0.9771 -0.0507 -0.0437  -0.7677
S: -1.9389 -1.5003 0.4147  0.0859
S: -0.8335 -2.1778 2.1215  -0.1529
H: -0.3351 0.4358 0.6876  0.2363
H: -1.7584 0.6929 -0.2724  0.2306
H: -0.3678 -0.3070 -0.8977  0.2221
H: -1.6628 -3.2438 1.9906  0.1409
S: 2.8060 0.7671 -1.1064  -0.1167
S: 1.6870 2.5226 -1.1197  -0.1496
H: 2.6876 0.7085 0.2254  0.1335
H: 0.6931 2.1527 -1.9999  0.1376

***

Entry c
Density functional theory data (wB97M-V/def2-TZVPD) for a 2-piece molecular cluster, CH6S4 overall.

Its spin multiplicity is 1. The calculation puts the orbital gap at 8.239 eV. The total charge is 0. As for the structure (SMILES): CSS.SS.

Each line ends with the natural charge from an NBO analysis.
Positions of all 11 atoms, in Å:
C: -1.6204 -1.4420 0.5184  -0.7735
S: -2.8213 -0.1002 0.8038  0.1169
S: -2.3970 1.0278 -0.9808  -0.1721
H: -1.6423 -1.7492 -0.5776  0.2295
H: -1.8641 -2.4100 1.0410  0.2342
H: -0.5860 -1.1350 0.7662  0.2319
H: -2.8358 0.3343 -2.0810  0.1317
S: 1.9777 0.5974 0.1542  -0.1348
S: 3.8283 -0.7081 -0.2565  -0.1667
H: 2.6713 1.0345 1.2858  0.1517
H: 4.5771 -0.4933 0.9259  0.1510

***

Quick one: least stable of them? entry c

***

Entry a
Density functional theory data (wB97M-V/def2-TZVPD) for a 2-piece molecular cluster, C2H5NO2 overall.

Its spin multiplicity is 1. The calculation puts the orbital gap at 10.856 eV. The total charge is 0. As for the structure (SMILES): NC=O.C=O.

Each line ends with the natural charge from an NBO analysis.
Positions of all 10 atoms, in Å:
N: 2.0357 0.7661 1.0470  -0.8251
C: 1.1312 0.1726 0.2050  0.5193
O: 1.1345 0.3485 -1.0108  -0.6100
H: 2.3551 0.4447 1.8883  0.3925
H: 2.5993 1.5296 0.6290  0.3943
H: 0.4981 -0.6006 0.7401  0.1296
C: -2.2525 -0.3358 -0.6695  0.2737
O: -2.1956 -1.0942 0.3037  -0.5141
H: -1.6555 -0.3989 -1.5604  0.1357
H: -2.8299 0.6079 -0.5824  0.1040

***

Entry b
Density functional theory data (wB97M-V/def2-TZVPD) for one molecule with the formula C2H5NO2.

Its spin multiplicity is 1. The calculation puts the orbital gap at 10.865 eV. The total charge is 0. As for the structure (SMILES): CONC=O.

Each line ends with the natural charge from an NBO analysis.
Positions of all 10 atoms, in Å:
C: -1.3873 -0.5883 0.0813  -0.2563
O: -0.6355 0.3108 -0.7340  -0.3742
N: 0.4195 0.8376 -0.0072  -0.3534
C: 1.6293 0.1753 -0.0392  0.5047
O: 1.8016 -0.9890 -0.3308  -0.5729
H: -2.2344 -0.9165 -0.5050  0.1968
H: -1.7186 -0.0591 0.9718  0.1747
H: -0.7792 -1.4613 0.3621  0.1930
H: 0.4735 1.8368 -0.1466  0.3789
H: 2.4310 0.8537 0.3476  0.1087

***

Entry c
Density functional theory data (wB97M-V/def2-TZVPD) for one molecule with the formula C2H5NO2.

Its spin multiplicity is 1. The calculation puts the orbital gap at 10.021 eV. The total charge is 0. As for the structure (SMILES): OCN1CO1.

Each line ends with the natural charge from an NBO analysis.
Positions of all 10 atoms, in Å:
O: -1.3088 0.2671 1.7062  -0.6811
C: -0.2726 0.5553 0.8862  0.0844
N: -0.0924 -0.7093 -0.2853  -0.1852
C: 0.4552 -0.3650 -1.5257  0.0326
O: 1.2624 -0.9544 -0.5699  -0.3863
H: -1.0968 -0.4943 2.2562  0.4818
H: -0.4965 1.4522 0.3134  0.1667
H: 0.7172 0.5835 1.3479  0.1613
H: 0.1558 -1.0057 -2.3538  0.1692
H: 0.6765 0.6706 -1.7752  0.1567

***

Quick one: least stable of them? entry c

***

Entry a
Density functional theory data (wB97M-V/def2-TZVPD) for one molecule with the formula C2H5NO2.

Its spin multiplicity is 1. The calculation puts the orbital gap at 10.146 eV. The total charge is 0. As for the structure (SMILES): CO/N=C/O.

Each line ends with the natural charge from an NBO analysis.
Positions of all 10 atoms, in Å:
C: 1.5439 0.3727 0.0543  -0.2802
O: 0.9597 -0.9113 0.1124  -0.3568
N: -0.3951 -1.0311 0.0504  -0.2010
C: -1.1757 -0.0468 -0.0576  0.3033
O: -2.4957 -0.2540 -0.1118  -0.6682
H: 1.2247 1.0003 0.8932  0.1715
H: 1.3172 0.8775 -0.8908  0.1715
H: 2.6132 0.1864 0.1227  0.2077
H: -0.9312 1.0128 -0.1177  0.1612
H: -2.6611 -1.2065 -0.0551  0.4910

***

Entry b
Density functional theory data (wB97M-V/def2-TZVPD) for a 2-piece molecular cluster, C2H5NO2 overall.

Its spin multiplicity is 1. The calculation puts the orbital gap at 10.530 eV. The total charge is 0. As for the structure (SMILES): NC=O.C=O.

Each line ends with the natural charge from an NBO analysis.
Positions of all 10 atoms, in Å:
N: 0.3989 0.8817 -0.6919  -0.8311
C: -0.4368 0.8495 -1.7892  0.5302
O: -1.2906 0.0186 -1.9675  -0.5851
H: 0.6972 1.8249 -0.4555  0.3762
H: -0.0638 0.4763 0.1208  0.4049
H: -0.2500 1.6442 -2.5244  0.0989
C: 0.7446 -1.4474 2.1790  0.3003
O: 0.4068 -0.3036 2.1184  -0.5140
H: 1.4667 -1.8398 2.9259  0.1078
H: 0.3645 -2.2287 1.4857  0.1120

***

Entry c
Density functional theory data (wB97M-V/def2-TZVPD) for C2H5NO2 as an isolated structure.

Its spin multiplicity is 1. The calculation puts the orbital gap (spin up / spin down) at 9.350 / 9.353 eV. The total charge is 0.

Each line ends with the natural charge from an NBO analysis.
Positions of all 10 atoms, in Å:
C: -0.0089 0.1774 0.2034  0.4787
C: 1.3052 -0.0680 -0.4395  -0.6956
N: -1.1551 0.3416 -0.3683  -0.1006
O: -0.2646 -0.8593 1.7775  -0.7544
O: -2.3373 0.1220 0.0618  -0.5141
H: 1.9867 0.5474 0.0554  0.2454
H: 1.4751 -1.1848 -0.5352  0.2718
H: 1.2647 0.5304 -1.4432  0.2277
H: -1.0654 0.9859 -1.1199  0.3683
H: -1.2004 -0.5925 1.8081  0.4727

***

Entry d
Density functional theory data (wB97M-V/def2-TZVPD) for one molecule with the formula C2H5NO2.

Its spin multiplicity is 1. The calculation puts the orbital gap at 11.046 eV. The total charge is 0. As for the structure (SMILES): COC(N)=O.

Each line ends with the natural charge from an NBO analysis.
Positions of all 10 atoms, in Å:
C: -1.8220 -0.1362 -0.0731  -0.2730
O: -0.5352 -0.6595 0.0962  -0.5243
C: 0.4713 0.1985 -0.0090  0.8824
N: 1.5920 -0.6192 0.0254  -0.8722
O: 0.4267 1.3752 0.0013  -0.6105
H: -2.5503 -0.8745 -0.3736  0.1983
H: -1.6520 0.7892 -0.7438  0.2121
H: -2.1456 0.1746 1.0286  0.1783
H: 1.6586 -1.6844 -0.3774  0.4161
H: 2.5175 -0.1697 0.0009  0.3927

***

Quick one: least stable of them? entry c

***

Entry a
Density functional theory data (wB97M-V/def2-TZVPD) for one molecule with the formula C2H5NO2.

Its spin multiplicity is 1. The calculation puts the orbital gap at 10.832 eV. The total charge is 0. As for the structure (SMILES): NCC(=O)O.

Each line ends with the natural charge from an NBO analysis.
Positions of all 10 atoms, in Å:
N: -1.6824 0.1365 -0.1267  -0.8541
C: -0.6452 -0.8108 0.2362  -0.3477
C: 0.6805 -0.0298 0.0403  0.7727
O: 1.7196 -0.6125 -0.1753  -0.5696
O: 0.4906 1.3307 0.0866  -0.6792
H: -2.5086 -0.4077 0.0795  0.3666
H: -1.9242 0.1874 -1.0775  0.3721
H: -0.6164 -1.6856 -0.5299  0.2069
H: -0.6205 -1.1801 1.2481  0.2313
H: -0.4471 1.4279 0.2175  0.5009

***

Entry b
Density functional theory data (wB97M-V/def2-TZVPD) for one molecule with the formula C2H5NO2.

Its spin multiplicity is 1. The calculation puts the orbital gap at 9.813 eV. The total charge is 0. As for the structure (SMILES): NCC(=O)O.

Each line ends with the natural charge from an NBO analysis.
Positions of all 10 atoms, in Å:
N: -0.8216 0.3834 -1.5031  -0.8632
C: -0.5334 0.8993 -0.1683  -0.3191
C: 0.3579 -0.1061 0.4657  0.7776
O: 1.5587 -0.0484 0.3607  -0.5779
O: -0.3168 -1.1368 1.0279  -0.7136
H: -1.1927 -0.5319 -1.6394  0.3904
H: -0.3611 0.8972 -2.2241  0.3871
H: -1.3916 1.0462 0.4822  0.1919
H: 0.0339 1.8323 -0.2028  0.2237
H: 0.1563 -1.4921 1.8104  0.5030

***

Entry c
Density functional theory data (wB97M-V/def2-TZVPD) for one molecule with the formula C2H5NO2.

Its spin multiplicity is 1. The calculation puts the orbital gap at 10.742 eV. The total charge is 0. As for the structure (SMILES): NCC(=O)O.

Each line ends with the natural charge from an NBO analysis.
Positions of all 10 atoms, in Å:
N: 1.0524 -0.4185 -0.4814  -0.8585
C: 0.0788 0.6368 -0.1376  -0.3533
C: -1.1111 0.0453 0.6114  0.7673
O: -2.1168 0.6640 0.8071  -0.5750
O: -0.9370 -1.2148 1.0138  -0.6723
H: 1.9970 -0.0441 -0.5555  0.3768
H: 0.8436 -0.7511 -1.4202  0.3684
H: 0.5414 1.4111 0.4610  0.2268
H: -0.3166 1.1367 -1.0234  0.2135
H: -0.0317 -1.4651 0.7246  0.5062

***

Quick one: least stable of them? entry a